Below is a cluster of 2 separate species, C4H15N2O2 in total in a non-equilibrium geometry, with properties calculated with ωB97M-V/def2-TZVPD.

Each line ends with the Mulliken charge.
CARTESIAN COORDINATES (ANGSTROEM)
N (0.889, 2.530, -0.155)  -0.158
C (1.718, 1.781, 0.904)  -0.557
C (1.360, 0.284, 1.052)  -0.593
N (0.985, -0.441, -0.134)  -0.363
C (-0.488, -0.783, -0.208)  -0.548
C (-0.878, -0.612, -1.713)  -0.532
O (-0.748, 0.797, -1.962)  -0.615
H (0.248, 3.210, 0.247)  0.376
H (0.325, 1.741, -0.570)  0.194
H (1.414, 3.044, -0.871)  0.364
H (2.696, 1.828, 0.401)  0.310
H (1.736, 2.403, 1.797)  0.393
H (2.202, -0.155, 1.647)  0.423
H (0.559, 0.249, 1.871)  0.286
H (1.447, -1.336, -0.160)  0.328
H (-0.566, -1.867, 0.034)  0.403
H (-1.127, -0.264, 0.499)  0.303
H (-1.919, -0.857, -1.921)  0.321
H (-0.215, -1.145, -2.388)  0.323
H (-0.036, 0.989, -2.577)  0.336
H (-3.010, -4.225, 2.000)  0.320
H (-3.549, -3.757, 0.732)  0.317
O (-3.043, -3.413, 1.477)  -0.630

Values from the calculation:
**E_LUMO**: -3.216 eV
**Highest occupied orbital energy**: -13.36 eV
**Total charge**: +1
**HOMO-LUMO gap**: 10.140 eV
**Spin multiplicity**: 1
**Energy relative to the best compared isomer or geometry (same formula, charge and spin)**: 194.6 kJ/mol
**M**: 123.18 g/mol

---

Below is a cluster of 8 separate species, C30H60Br2O14S7 in total in a non-equilibrium geometry, with properties calculated with ωB97M-V/def2-TZVPD.

Each line ends with the Mulliken charge.
CARTESIAN COORDINATES (ANGSTROEM)
O (1.361, 0.366, 2.832)  -0.756
S (1.165, 1.789, 2.609)  1.625
O (-0.153, 2.269, 2.268)  -0.728
C (1.796, 2.822, 4.015)  -0.897
C (2.711, 3.903, 3.426)  -0.859
C (2.412, 4.003, 1.914)  -0.467
C (2.329, 2.557, 1.413)  -0.299
H (2.435, 2.264, 4.706)  0.306
H (0.985, 3.063, 4.703)  0.697
H (2.552, 4.879, 3.881)  0.337
H (3.758, 3.630, 3.542)  0.326
H (3.212, 4.549, 1.416)  0.498
H (1.489, 4.565, 1.773)  0.105
H (3.312, 2.085, 1.476)  0.372
H (1.957, 2.302, 0.420)  -0.049
O (-3.913, -2.630, -6.231)  -0.662
S (-4.492, -2.020, -5.054)  1.104
O (-5.624, -2.699, -4.464)  -0.656
C (-3.230, -1.685, -3.793)  -0.767
C (-2.825, -0.236, -3.903)  0.293
C (-4.130, 0.509, -4.223)  -0.712
C (-4.795, -0.216, -5.380)  -0.830
H (-2.467, -2.447, -3.946)  0.485
H (-3.786, -1.887, -2.873)  0.314
H (-2.293, 0.104, -3.020)  -0.134
H (-2.158, -0.172, -4.770)  0.083
H (-3.922, 1.524, -4.572)  0.303
H (-4.718, 0.656, -3.317)  0.359
H (-4.349, 0.016, -6.346)  0.380
H (-5.869, -0.073, -5.482)  0.467
O (-1.924, -5.048, 0.018)  -0.719
S (-1.203, -4.902, 1.276)  1.079
O (-0.057, -4.030, 1.323)  -0.541
C (-2.368, -4.311, 2.563)  0.165
C (-1.764, -4.960, 3.795)  -0.438
C (-1.349, -6.407, 3.545)  -0.807
C (-0.841, -6.487, 2.109)  -0.729
H (-3.358, -4.696, 2.323)  0.414
H (-2.351, -3.227, 2.486)  -0.490
H (-0.876, -4.404, 4.126)  0.081
H (-2.373, -4.781, 4.687)  0.574
H (-2.210, -7.071, 3.632)  0.298
H (-0.652, -6.686, 4.332)  0.361
H (-1.330, -7.265, 1.522)  0.391
H (0.218, -6.694, 1.946)  0.391
O (6.317, -3.033, -1.506)  -0.675
S (5.257, -2.236, -2.076)  1.128
O (5.325, -1.662, -3.412)  -0.615
C (3.663, -3.142, -1.990)  -0.776
C (3.094, -2.728, -0.630)  -0.237
C (3.377, -1.236, -0.480)  0.677
C (4.812, -0.957, -0.845)  -0.980
H (3.895, -4.185, -2.180)  0.533
H (3.041, -2.717, -2.779)  0.184
H (2.026, -2.933, -0.580)  0.030
H (3.588, -3.365, 0.107)  0.376
H (3.149, -0.797, 0.492)  0.121
H (2.780, -0.648, -1.182)  -0.706
H (5.565, -1.054, -0.063)  0.456
H (4.995, 0.017, -1.303)  0.441
O (-3.697, 4.634, -0.375)  -0.698
S (-2.514, 4.246, -1.125)  0.947
O (-2.483, 2.970, -1.812)  -0.407
C (-1.993, 5.554, -2.289)  -0.730
C (-0.484, 5.804, -2.065)  -1.010
C (0.079, 4.646, -1.266)  0.311
C (-0.940, 4.327, -0.157)  -0.227
H (-2.416, 6.465, -1.858)  0.328
H (-2.426, 5.459, -3.280)  0.466
H (0.059, 5.986, -2.996)  0.409
H (-0.339, 6.759, -1.556)  0.378
H (1.093, 4.903, -0.958)  0.499
H (0.167, 3.729, -1.850)  -0.500
H (-1.012, 5.117, 0.593)  0.438
H (-0.857, 3.381, 0.373)  -0.293
O (2.126, 3.548, -4.769)  -0.693
S (2.406, 2.542, -3.774)  1.097
O (2.992, 2.971, -2.511)  -0.600
C (0.906, 1.511, -3.517)  -0.001
C (1.306, 0.116, -4.013)  0.301
C (2.439, 0.229, -5.072)  -0.864
C (3.458, 1.186, -4.442)  -0.206
H (0.064, 2.028, -3.969)  0.560
H (0.785, 1.546, -2.436)  -0.311
H (1.701, -0.502, -3.208)  -0.493
H (0.428, -0.364, -4.441)  0.155
H (2.011, 0.676, -5.969)  0.399
H (2.904, -0.746, -5.190)  0.426
H (4.320, 1.542, -4.993)  0.491
H (3.770, 0.742, -3.493)  -0.227
O (0.364, 1.722, 5.844)  -0.647
S (-0.835, 0.932, 6.095)  1.019
O (-1.963, 1.516, 6.786)  -0.730
C (-1.364, 0.072, 4.557)  0.595
C (-1.145, -1.442, 4.717)  0.421
C (-0.053, -1.578, 5.807)  -0.801
C (-0.351, -0.604, 6.931)  -0.929
H (-0.690, 0.606, 3.885)  -1.318
H (-2.398, 0.343, 4.380)  0.597
H (-2.059, -1.926, 5.055)  0.240
H (-0.750, -1.831, 3.782)  -0.271
H (0.884, -1.301, 5.319)  0.297
H (-0.031, -2.615, 6.140)  0.427
H (0.358, -0.561, 7.757)  0.479
H (-1.261, -0.871, 7.483)  0.396
Br (0.135, -0.669, -0.916)  -0.274
C (-1.236, -1.321, 0.351)  -0.112
C (-2.227, -0.186, 0.521)  -0.048
Br (-3.507, -0.555, 1.931)  -0.198
H (-0.779, -1.457, 1.330)  0.028
H (-1.663, -2.258, 0.012)  0.450
H (-2.702, 0.072, -0.428)  0.275
H (-1.775, 0.763, 0.803)  -0.069

Values from the calculation:
**E_LUMO**: 0.109 eV
**Structure (SMILES)**: O=S1(=O)CCCC1.O=S1(=O)CCCC1.O=S1(=O)CCCC1.O=S1(=O)CCCC1.O=S1(=O)CCCC1.O=S1(=O)CCCC1.O=S1(=O)CCCC1.BrCCBr
**Highest occupied orbital energy**: -10.15 eV
**HOMO-LUMO gap**: 10.256 eV
**Spin multiplicity**: 1
**Energy relative to the best compared isomer or geometry (same formula, charge and spin)**: 11.4 kJ/mol
**M**: 1029.07 g/mol

---

Below is a structure of composition C16H24O8PdS in a non-equilibrium geometry, with properties calculated with ωB97M-V/def2-TZVPD.

Each line ends with the Mulliken charge.
CARTESIAN COORDINATES (ANGSTROEM)
Pd (1.767, 5.989, 17.939)  1.184
C (1.763, 10.128, 19.550)  -1.422
C (0.853, 8.927, 19.886)  0.416
C (-0.599, 9.508, 19.984)  -1.455
O (1.084, 7.677, 19.162)  -0.660
H (1.717, 10.369, 18.488)  0.302
H (2.759, 9.964, 19.961)  0.311
H (1.414, 11.017, 20.077)  0.461
H (1.059, 8.665, 20.924)  0.116
H (-1.316, 8.924, 20.562)  0.326
H (-1.039, 9.951, 19.090)  0.324
H (-0.628, 10.351, 20.673)  0.495
C (5.226, 5.657, 18.030)  -1.549
C (4.556, 4.343, 18.320)  0.695
C (5.477, 3.459, 19.313)  -1.399
O (3.226, 4.492, 18.641)  -0.806
H (5.062, 5.935, 16.989)  0.384
H (6.308, 5.522, 18.014)  0.394
H (4.966, 6.528, 18.632)  0.268
H (4.637, 3.831, 17.361)  0.079
H (5.071, 2.614, 19.868)  0.343
H (5.896, 4.058, 20.121)  0.356
H (6.406, 3.121, 18.853)  0.385
C (0.419, 7.299, 13.840)  -0.830
C (0.883, 6.540, 14.861)  0.659
C (0.418, 5.116, 14.994)  0.518
O (0.722, 4.385, 15.989)  -0.788
C (-0.195, 4.466, 13.945)  -0.740
C (-0.631, 5.219, 12.792)  0.578
C (-0.414, 6.787, 12.767)  0.378
O (-1.021, 7.376, 11.908)  -0.662
O (-1.372, 4.722, 11.950)  -0.727
O (1.669, 7.133, 15.809)  -0.809
H (0.671, 8.346, 13.759)  0.380
H (-0.244, 3.395, 14.074)  0.339
C (-2.976, 3.855, 17.897)  -0.498
C (-3.556, 4.824, 18.896)  -0.685
C (-2.270, 5.554, 19.558)  -0.723
S (-0.912, 4.186, 19.687)  0.868
O (-1.080, 3.674, 21.063)  -0.709
O (0.329, 4.582, 19.121)  -0.106
C (-1.838, 3.049, 18.563)  -0.725
H (-2.600, 4.294, 16.972)  0.191
H (-3.785, 3.212, 17.551)  0.360
H (-4.096, 4.246, 19.646)  0.271
H (-4.428, 5.419, 18.622)  0.402
H (-2.326, 6.200, 20.434)  0.469
H (-1.919, 6.275, 18.820)  0.297
H (-2.264, 2.197, 19.092)  0.341
H (-1.052, 2.673, 17.908)  0.403

Values from the calculation:
**E_LUMO (alpha / beta)**: 4.205 / 4.205 eV
**Highest occupied orbital energy (alpha / beta)**: -1.20 / -1.18 eV
**Total charge**: -2
**HOMO-LUMO gap (alpha / beta)**: 5.406 / 5.389 eV
**Spin multiplicity**: 3
**M**: 482.85 g/mol